Entry 1:
28
Properties=species:S:1:pos:R:3 method="wB97M-V/def2-TZVPD" homo_ev="-6.6 / -6.8" de_lowest_ev=5.382 orbital_gap_ev="7.46 / 7.68"
C 1.2313 -1.0406 -0.4506
C 0.2837 -0.1524 -0.5264
C 0.9283 -2.4203 -0.8754
C -1.1984 -0.2946 -0.5947
C -0.5609 -2.6863 -0.8123
C -1.4394 -1.5535 -1.4706
C 1.6249 1.2370 1.8877
C -0.6197 2.2463 1.7320
N -0.0158 2.5662 -0.8692
N 0.8989 1.9880 -0.0514
N 0.6991 2.1640 1.2616
H 2.3051 -0.9094 -0.3237
H 1.3010 -2.4982 -1.9812
H 1.3473 -3.2965 -0.2005
H -1.7172 -0.4535 0.3758
H -1.8771 0.4347 -1.1420
H -0.7469 -3.6122 -1.3641
H -0.9497 -2.8911 0.2664
H -2.5410 -1.9300 -1.5256
H -1.1263 -1.2431 -2.4216
H 1.2007 0.1672 1.7861
H 2.5586 1.5185 1.3478
H 1.8887 1.3749 2.9644
H -0.7227 2.8966 2.7133
H -1.1801 2.8263 0.9774
H -0.9721 1.1936 1.7869
H -0.8771 2.1120 -0.6557
H 0.2767 2.2565 -1.8346

---

Entry 2:
30
Properties=species:S:1:pos:R:3 method="wB97M-V/def2-TZVPD" homo_ev=-12.0 de_lowest_ev=3.073 smiles="CC[C@@](N)(C#N)C[N@H+](C)/C=C(/[NH3+])[O-]" total_charge=+1 orbital_gap_ev=9.35
C 0.1836 1.6535 0.4070
C 1.3146 -0.5717 1.6968
C -0.5910 -0.4967 -0.4964
C 1.7240 -0.8564 0.4110
C -0.3607 0.9682 -0.7616
C -2.9811 1.2759 -0.1662
C 0.3646 -2.8440 -0.5383
C -1.7447 1.6390 -1.0906
N 0.4015 2.1492 1.4255
N 0.6577 -1.3308 -0.5184
N 2.4144 0.2519 2.6147
N 0.6102 1.1274 -1.8306
O 0.3024 -0.8325 2.3418
H -1.0423 -0.6966 0.5510
H -1.2120 -0.9279 -1.3411
H 2.6886 -1.0321 0.0454
H -2.9597 1.7356 0.7988
H -3.1134 0.2130 -0.2369
H -3.8299 1.6348 -0.6624
H -0.6435 -3.0333 -0.3091
H 0.5101 -3.2956 -1.5088
H 0.8464 -3.3967 0.2855
H -1.7477 2.7055 -1.3288
H -1.8573 1.0848 -2.1385
H 1.8482 0.9207 3.0053
H 3.2454 0.7809 2.2365
H 2.8157 -0.3317 3.3987
H 1.0526 -1.2936 -1.4849
H 0.9412 2.0902 -2.1021
H 0.1619 0.7088 -2.7034

---

Entry 3:
27
Properties=species:S:1:pos:R:3 method="wB97M-V/def2-TZVPD" homo_ev=-8.1 de_lowest_ev=3.989 smiles=CC[C@H]1OCCN1C(C)C orbital_gap_ev=9.11
C -1.6200 2.2268 -0.0984
C -2.0469 0.8187 0.2188
C -1.0530 -0.2383 0.8196
C -1.3230 -2.0162 -0.5908
C 0.0744 -1.4647 -0.8428
C 1.3687 0.4173 0.3508
C 1.9554 -0.4645 1.4748
C 2.2271 0.5333 -0.9690
H -2.2156 2.7750 -0.9305
H -0.5308 2.0122 -0.5719
H -1.4926 2.8278 0.8833
H -2.3370 0.3036 -0.7190
H -3.1369 1.0012 0.7666
H -0.6152 -0.0753 1.8509
H -1.4529 -3.1770 -0.8049
H -2.0552 -1.3347 -1.2995
H 0.3167 -1.3468 -1.9437
H 0.8348 -2.0192 -0.3676
H 1.0115 1.3571 0.6936
H 2.5162 -1.3183 1.0325
H 1.2472 -0.7386 2.1936
H 2.7339 0.0966 1.9175
H 2.2508 -0.4542 -1.4251
H 1.5576 1.1535 -1.5394
H 3.2566 0.9745 -0.8747
N 0.0989 -0.2057 -0.0727
O -1.5707 -1.6444 0.8481

---

Entry 4:
28
Properties=species:S:1:pos:R:3 method="wB97M-V/def2-TZVPD" homo_ev=-8.8 de_lowest_ev=3.189 smiles="C=COC1CC1.COCCN" orbital_gap_ev=9.68
C -2.1511 2.1182 -2.9988
C -0.2728 1.1821 -2.0617
C 1.0498 0.5005 -2.3208
C 1.7079 -2.1102 0.3114
C 0.9994 -1.4522 1.2171
C -0.7710 -1.1223 2.7042
C -0.1682 -0.6722 4.0064
C -1.2968 -1.6557 3.9857
H -2.7447 2.1062 -3.9362
H -2.0415 3.1796 -2.6500
H -2.7197 1.5673 -2.2311
H -0.9529 0.5342 -1.4701
H -0.0745 2.1037 -1.4924
H 1.3180 -0.0103 -1.4014
H 0.9505 -0.2737 -3.0729
H 2.1901 2.2036 -2.0668
H 2.9403 1.0681 -3.0004
H 2.5084 -1.6126 -0.2022
H 1.4522 -3.1331 0.0295
H 1.2130 -0.4034 1.4779
H -1.4021 -0.4109 2.1212
H -0.3720 0.3659 4.3281
H 0.8548 -1.0213 4.2175
H -1.0851 -2.7058 4.1985
H -2.2397 -1.2958 4.3918
N 2.0381 1.4629 -2.7549
O -0.9201 1.5093 -3.2624
O -0.0104 -2.0223 1.9327

---

Entry 5:
31
Properties=species:S:1:pos:R:3 method="wB97M-V/def2-TZVPD" homo_ev=-9.0 de_lowest_ev=3.655 smiles="C=CC[C@]1([C@H](C)O)OS1(=O)([O-])[NH+](C)C" orbital_gap_ev=9.61
C 3.9984 -0.4094 -0.9243
C 2.8728 -1.1161 -0.9776
C 1.1599 -1.3829 2.3197
C -1.3565 1.1291 -1.9080
C -3.3288 0.2174 -0.5576
C 1.4463 -0.5808 -1.2726
C 0.8032 -0.2290 1.3759
C 0.5714 -0.8850 -0.0449
N -1.8665 0.4494 -0.6876
O -1.7588 -2.0612 -1.3156
O 0.3150 -2.2525 0.0988
O -1.8469 -1.3707 1.0110
O -0.2200 0.5882 1.9096
S -1.1814 -1.3912 -0.2286
H 5.0496 -0.8315 -0.7061
H 4.1119 0.6210 -1.1716
H 2.9030 -2.1703 -0.8841
H 2.0413 -1.8930 1.9213
H 0.3298 -2.0287 2.3713
H 1.5196 -0.9947 3.3242
H -1.8686 0.6636 -2.7563
H -1.6635 2.2450 -1.9386
H -0.2524 1.1417 -1.7904
H -3.6198 -0.6583 -0.9597
H -3.6674 -0.0338 0.4836
H -4.0231 0.9130 -1.0000
H 1.1471 -1.0787 -2.0928
H 1.5261 0.4527 -1.4496
H 1.7684 0.4945 1.2069
H -1.5422 0.9247 0.1907
H -0.9051 -0.0654 1.9818

---

Entry 6:
31
Properties=species:S:1:pos:R:3 method="wB97M-V/def2-TZVPD" homo_ev="-5.8 / -10.2" de_lowest_ev=0.000 s_squared=2.006 multiplicity=3 orbital_gap_ev="6.60 / 7.83"
C 1.3570 -4.0950 -0.3098
C 0.8582 -3.4641 -1.3940
C 1.3353 2.3279 0.9399
C -1.0745 2.0216 1.6961
C -0.5751 2.8515 -0.5572
C -0.4785 -2.7542 -1.4768
C -0.0840 1.8668 0.5352
C 0.0490 0.3480 0.2299
N 0.5738 -0.2938 1.3046
O -1.6998 -0.1331 -1.7244
O -2.4676 -0.3416 0.5766
O 1.0479 0.2662 -1.1113
O -0.8731 -2.0778 -0.3050
S -1.4004 -0.4928 -0.3920
H 2.1417 -4.7419 -0.2967
H 0.6721 -3.9126 0.6021
H 1.2283 -3.5127 -2.4390
H 1.9663 2.2541 0.0008
H 1.2340 3.3367 1.1113
H 1.7744 1.7437 1.7079
H -0.7948 1.4753 2.6445
H -2.1080 1.6695 1.6468
H -0.9385 2.9774 2.0154
H -1.4930 2.2490 -0.9921
H -0.9108 3.7564 -0.1315
H 0.1252 2.9651 -1.4659
H -1.1940 -3.6238 -1.5526
H -0.6524 -2.0441 -2.2168
H 0.6042 -1.3022 1.3171
H 1.2457 0.1513 1.9490
H 0.5314 0.5293 -1.9122

---

Entry 7:
31
Properties=species:S:1:pos:R:3 method="wB97M-V/def2-TZVPD" homo_ev=-7.5 de_lowest_ev=10.194 orbital_gap_ev=6.68
C -2.8566 -1.3152 -0.3479
C -1.4780 -0.9731 -0.9509
C 0.3623 -1.2626 0.4375
C 1.7760 -1.3859 -0.1072
C 2.1017 0.0719 -0.7613
C 1.2638 1.1744 0.0309
C -0.0151 0.9378 -0.2244
C -0.9445 2.0544 0.6360
H -3.1709 -0.4693 1.6845
H -3.8218 -1.5219 -0.9110
H -3.0086 -2.2390 0.3064
H -1.4747 -0.4154 -1.8987
H -0.9532 -1.9873 -1.2717
H 0.5624 -0.8225 1.4445
H -0.0362 -2.1968 0.4100
H 1.9580 -2.3317 -0.9107
H 3.4335 -1.9129 0.7663
H 1.8469 0.1190 -1.8290
H 3.4488 0.4723 0.6291
H 1.4755 0.8929 0.9728
H 2.4174 2.7120 0.4233
H -0.1652 1.0787 -1.3191
H -0.3534 3.0427 0.6143
H -0.9509 1.7731 1.5765
H -2.8648 1.3891 0.1945
N -0.3883 -0.3262 -0.1290
O -3.5227 -0.1150 0.2833
O 2.6169 -1.6287 1.0308
O 3.3213 0.5378 -0.5637
O 1.6039 2.6144 -0.2121
O -2.1835 2.0331 -0.0038

---

Entry 8:
28
Properties=species:S:1:pos:R:3 method="wB97M-V/def2-TZVPD" homo_ev="-8.6 / -8.7" de_lowest_ev=5.538 orbital_gap_ev="7.19 / 7.98"
C 2.4801 1.8933 -0.0422
C 1.8603 0.4698 0.0290
C 2.0482 -0.0700 -1.4118
C 2.4895 -0.5452 0.9392
C -1.2231 -1.2588 -0.4142
C -1.7974 -0.0127 1.5670
C -3.0396 0.5945 -0.4491
C -1.7406 0.1031 0.0458
N 0.5713 0.7051 0.4614
O -1.0218 2.6327 0.2179
S -0.4963 1.4677 -0.4784
H 2.4696 2.2685 0.9467
H 2.1691 2.4639 -0.8611
H 1.6362 -1.1388 -1.3470
H 3.1186 -0.1670 -1.5092
H 1.7636 0.7226 -2.1112
H 1.7183 -1.3362 0.8106
H 2.5027 -0.1224 1.9080
H 3.4254 -0.6959 0.4245
H -0.6635 -1.7698 0.4837
H -2.1281 -1.8543 -0.7000
H -0.5808 -1.2650 -1.2982
H -0.9290 -0.3344 1.9477
H -2.5523 -0.8269 1.8486
H -2.1121 0.8636 2.2310
H -3.7321 -0.1420 -0.2947
H -3.1886 1.5518 0.1720
H -2.9969 0.7274 -1.5934

---

Entry 9:
27
Properties=species:S:1:pos:R:3 method="wB97M-V/def2-TZVPD" homo_ev="-4.9 / -9.2" s_squared=2.006 multiplicity=3 orbital_gap_ev="5.57 / 7.55"
C -3.4773 2.4865 1.5827
C 2.5545 -0.9128 -1.2132
C 1.1464 0.7529 -2.0945
C 1.8057 0.7010 0.4297
C 0.3441 -1.8841 1.4688
C -1.3008 -2.0227 -1.2813
C -3.1794 1.5775 2.4524
C 1.3677 -0.0885 -0.8441
N -3.4704 3.3062 0.6948
Si -0.0494 -1.3021 -0.3031
H 2.4214 -1.4699 -2.2520
H 3.5606 -0.3813 -1.4006
H 2.6957 -1.7242 -0.5012
H 0.0797 1.0090 -2.1361
H 1.5607 0.2323 -2.9411
H 1.6909 1.7593 -1.9588
H 2.4739 0.0987 1.1257
H 2.0952 1.7551 0.1750
H 0.9042 0.7094 1.0790
H 1.3597 -1.5657 1.6821
H -0.2883 -1.3631 2.1793
H 0.3832 -2.9338 1.6677
H -2.1243 -2.5908 -1.0506
H -1.5896 -1.6795 -2.2945
H -4.4448 3.2911 0.1496
H -3.4466 1.6746 3.4947
H -3.0725 0.5648 2.0898

---

Entry 10:
28
Properties=species:S:1:pos:R:3 method="wB97M-V/def2-TZVPD" homo_ev="-2.3 / -4.3" de_lowest_ev=0.000 s_squared=2.007 multiplicity=3 total_charge=-1 orbital_gap_ev="5.78 / 5.93"
C -5.3443 0.2437 0.4575
C 3.5630 0.9378 -0.2307
C -3.2318 -0.0826 1.7838
C -3.2983 -0.3328 -0.6862
C 0.6108 -1.9704 -0.3414
C 0.8927 0.4044 -2.2239
C 2.4931 0.2849 0.7750
C -4.1131 -0.1195 0.5549
O -0.4660 0.7232 0.2592
O -6.4148 0.5014 0.1319
Si 0.7511 0.0707 -0.3725
H 3.5626 0.2342 -1.0542
H 3.0488 1.8506 -0.6427
H 4.6299 1.1283 0.0049
H -2.3670 -0.7051 1.5134
H -3.7575 -0.5828 2.6657
H -2.7989 0.9248 2.0537
H -3.6395 0.2990 -1.5598
H -3.3468 -1.3911 -1.1335
H -2.2132 -0.0249 -0.5208
H -0.2930 -2.1935 0.1984
H 0.5563 -2.3104 -1.4064
H 1.4770 -2.5204 0.0033
H 1.7554 1.0713 -2.4422
H 0.8525 -0.3767 -2.8945
H 0.0566 1.1262 -2.3704
H 2.2653 0.9185 1.5962
H 2.9034 -0.5962 1.1931

---

Entry 11:
29
Properties=species:S:1:pos:R:3 method="wB97M-V/def2-TZVPD" homo_ev="-11.0 / -10.9" s_squared=2.024 multiplicity=3 total_charge=+1 orbital_gap_ev="6.45 / 5.97"
C 0.2953 -0.3713 -2.4674
C -0.7805 -1.2277 -2.8252
C -0.4376 -2.5594 -2.4380
C 0.8557 -2.5382 -1.8193
C 1.3397 -1.2102 -1.8253
W -0.2792 0.8184 1.7126
P -0.7464 3.0490 1.6491
H 0.3385 0.7112 -2.5791
H -1.7169 -0.9377 -3.3052
H -1.0597 -3.4321 -2.5844
H 2.2776 -0.8416 -1.4137
H 1.3752 -3.4183 -1.4374
H -1.8395 3.5184 2.4933
H -1.1269 3.7339 0.4208
H 0.2723 4.0037 2.0858
C 0.3460 -0.5135 5.5527
P 0.1894 -0.5000 3.7179
C -1.5173 0.1404 3.5035
C 1.3612 0.8641 3.2592
O 0.4593 -1.9026 3.2638
H -0.5244 -0.0404 6.0192
H 1.2549 0.0191 5.8510
H 0.4088 -1.5661 5.8444
H -1.7692 0.7286 4.3924
H -1.8102 0.7610 2.5659
H -2.1344 -0.7676 3.5091
H 2.3462 0.3946 3.1355
H 1.1982 1.5048 2.2891
H 1.4242 1.5794 4.0931

---

Entry 12:
28
Properties=species:S:1:pos:R:3 method="wB97M-V/def2-TZVPD" homo_ev="-4.9 / -5.1" de_lowest_ev=2.223 orbital_gap_ev="4.28 / 4.44"
C 0.4518 2.9181 -1.0635
C 1.9337 3.0393 -1.0459
C 2.4313 1.9928 -1.9436
C 1.3348 1.4809 -2.7080
C 0.1130 1.9386 -2.1073
Y -0.9592 0.6910 0.7157
P -3.4711 1.2728 1.3003
H -0.2124 3.7568 -0.7997
H 2.5227 3.6733 -0.4129
H 3.4915 1.7840 -2.0825
H -0.8949 1.9313 -2.5932
H 1.4334 0.7739 -3.5703
H -4.6214 1.3506 0.4081
H -3.6186 2.4221 2.1853
H -3.7414 0.1275 2.1820
C 0.5238 -3.1894 -0.4428
P -0.1662 -1.7894 0.4702
C -1.0492 -2.5159 1.9175
C 1.3285 -0.9049 1.1402
H -0.2440 -3.6199 -1.1241
H 0.8969 -4.0453 0.1497
H 1.3304 -2.8759 -1.0899
H -0.6283 -3.4691 2.2892
H -1.1449 -1.8332 2.7720
H -2.0901 -2.7564 1.5933
H 1.7990 -1.5198 1.9138
H 2.0677 -0.7492 0.3324
H 1.1832 0.1156 1.6141

---

Entry 13:
27
Properties=species:S:1:pos:R:3 method="wB97M-V/def2-TZVPD" homo_ev=-7.8 de_lowest_ev=0.000 smiles="CC(C)[P@]1(=S)CCC[C@@H]1C" orbital_gap_ev=8.49
C -1.6810 0.5132 1.7570
C -1.6551 1.3224 0.4627
C -0.6374 -0.5932 1.6130
C -0.1990 1.7313 0.2309
C 0.1210 2.2210 -1.1710
C 0.3016 -1.4153 -1.4197
C 2.3956 -1.7784 -0.0606
C 1.4150 -0.7507 -0.6150
P 0.7915 0.2614 0.8174
S 2.3415 0.8453 2.4509
H -1.3989 1.1635 2.5884
H -2.6715 0.1024 1.9602
H -2.0112 0.7056 -0.3659
H -2.2995 2.2003 0.5316
H -0.3227 -0.9953 2.5769
H -1.0029 -1.4101 0.9894
H 0.0649 2.5190 0.9506
H -0.1292 1.4783 -1.9252
H 1.1791 2.4627 -1.2546
H -0.4517 3.1228 -1.3860
H 0.7093 -1.7941 -2.3560
H -0.1181 -2.2585 -0.8743
H -0.5014 -0.7213 -1.6570
H 1.8869 -2.4542 0.6264
H 3.1914 -1.2784 0.4873
H 2.8334 -2.3638 -0.8679
H 1.9564 -0.0384 -1.2500

---

Entry 14:
26
Properties=species:S:1:pos:R:3 method="wB97M-V/def2-TZVPD" homo_ev=-9.6 de_lowest_ev=0.972 smiles="C=CCC.CCCC" orbital_gap_ev=10.69
C 0.6242 1.5689 -1.3664
C 0.4509 -2.0203 -2.9179
C 0.1130 -0.8349 -2.0256
C 0.9287 0.4175 -2.3361
H -0.4368 1.8065 -1.3779
H 1.2199 2.4184 -1.7080
H 0.9771 1.3248 -0.3652
H -0.1510 -2.9023 -2.7038
H 1.5032 -2.2988 -2.8152
H 0.3039 -1.7594 -3.9711
H 0.3125 -1.1346 -0.9917
H -0.9471 -0.5946 -2.1436
H 1.9928 0.1664 -2.2983
H 0.7202 0.7294 -3.3632
C -1.7250 1.2465 3.3105
C -1.1870 0.4370 2.1204
C 0.2516 0.0499 2.2876
C 0.7837 -1.1557 2.1004
H -1.2341 2.2185 3.3674
H -2.7884 1.4278 3.1532
H -1.5924 0.7257 4.2574
H -1.2865 1.0618 1.2257
H -1.7986 -0.4503 1.9754
H 0.9138 0.8557 2.5992
H 1.8100 -1.3506 2.3815
H 0.2415 -1.9535 1.6055

---

Entry 15:
26
Properties=species:S:1:pos:R:3 method="wB97M-V/def2-TZVPD" homo_ev=-9.2 de_lowest_ev=0.679 smiles="C/C=C/C.CC(C)C" orbital_gap_ev=10.31
C -0.3800 2.1424 1.8311
C -0.5662 0.7275 2.2782
C -1.3889 -0.1405 1.7096
C -1.6029 -1.5442 2.1735
H -0.7847 2.3131 0.8328
H -0.8914 2.8283 2.5118
H 0.6707 2.4359 1.8167
H -0.0066 0.4174 3.1576
H -1.9250 0.1851 0.8201
H -1.1351 -1.7134 3.1427
H -2.6664 -1.7793 2.2650
H -1.1850 -2.2688 1.4678
C 0.7242 0.6575 -2.9662
C 1.1888 -0.4698 -2.0610
C 1.8414 0.0746 -0.7935
C 0.0265 -1.4050 -1.7253
H 0.3228 0.2838 -3.9104
H -0.0713 1.2369 -2.4878
H 1.5325 1.3521 -3.2006
H 1.9430 -1.0568 -2.5974
H 2.0710 -0.7170 -0.0796
H 1.1922 0.7975 -0.2946
H 2.7732 0.5915 -1.0336
H -0.4097 -1.8124 -2.6393
H 0.3455 -2.2362 -1.0971
H -0.7633 -0.8587 -1.2017

---

Entry 16:
46
Properties=species:S:1:pos:R:3 method="wB97M-V/def2-TZVPD" homo_ev="-16.5 / -16.5" s_squared=12.009 multiplicity=7 total_charge=+3 orbital_gap_ev="4.59 / 4.44"
V 2.8667 1.3735 -0.4804
V 0.6507 0.5298 -4.0612
Ag -0.7728 4.1727 -1.0467
C -1.4655 -0.7083 0.0952
F -1.0898 -1.8593 -0.3828
F -2.7135 -0.4980 -0.2705
F -1.3009 -0.5588 1.3637
S -0.4967 0.6679 -0.8179
O -0.5013 0.2066 -2.2382
O -1.2132 1.9004 -0.5770
O 0.8440 0.5981 -0.2048
C 3.0821 -3.1213 -1.9052
F 2.7502 -3.9359 -2.8606
F 2.2233 -3.2324 -0.9043
F 4.2901 -3.3270 -1.5044
S 2.9404 -1.3684 -2.5581
O 3.9914 -1.2274 -3.5263
O 1.6153 -1.2390 -3.2169
O 3.1431 -0.5299 -1.3628
C 1.8613 1.1661 4.0322
C 2.0799 0.4993 2.6950
O 2.7889 1.4280 1.8101
H 1.1235 0.6469 4.6467
H 1.5105 2.1971 3.9691
H 2.7439 1.1810 4.6788
H 1.1122 0.2658 2.2582
H 2.6537 -0.4245 2.7622
H 3.4886 1.7963 2.3771
C -2.2573 1.0303 3.9758
C -1.5579 2.3983 4.0197
O -2.6196 3.3438 3.6886
H -2.5955 0.7315 2.9810
H -3.1705 0.9837 4.5708
H -1.6676 0.1858 4.3576
H -0.7920 2.4381 3.2464
H -1.2262 2.6162 5.0334
H -3.0087 3.5287 4.5515
C -3.0936 -1.2912 -4.0546
C -1.6933 -1.8572 -4.2553
O -0.8117 -0.8479 -4.8881
H -3.6170 -1.1742 -4.9993
H -3.1476 -0.3818 -3.4604
H -3.5926 -2.0856 -3.4925
H -1.7067 -2.7021 -4.9463
H -1.1651 -2.2637 -3.3925
H -0.4833 -1.2523 -5.7060